Record 1
The following is a quantum chemistry calculation of 3 unconnected molecules or ions with the total composition CH6O2, from the OMol25 dataset.

Structure (ORCA input):
```
! wB97M-V def2-TZVPD RIJCOSX def2/J DEFGRID3
* xyz 0 1
C -0.501 0.490 0.110
O -1.616 -0.158 -0.066
H -0.658 -0.904 -2.410
H -0.457 1.322 -0.594
H 0.459 -0.314 0.220
H -0.089 -0.873 -2.894
H 2.579 -0.663 0.316
H -0.318 1.015 1.050
O 1.794 -0.144 0.525
*
```

Values from the calculation:
- F_max: 8.01 eV/A
- Relative energy (zero: lowest compared OMol25 entry of this formula, charge and spin): 5.967 eV
- Gap between HOMO and LUMO: 7.94 eV
- E_HOMO: -10.9 eV

Here is what Mulliken gives for the atomic charges, in e:
1 C -0.209
2 O -0.325
3 H -0.164
4 H 0.267
5 H 0.363
6 H 0.163
7 H 0.275
8 H 0.272
9 O -0.643

---

Record 2
The following is a quantum chemistry calculation of 10 unconnected molecules or ions with the total composition C22H62N2O24S6, from the OMol25 dataset.

Structure (ORCA input):
```
! wB97M-V def2-TZVPD RIJCOSX def2/J DEFGRID3
* xyz 0 1
C -0.789 2.350 -4.620
O -1.732 1.279 -4.674
H -1.258 3.333 -4.650
H -0.204 2.255 -3.705
H -0.184 2.328 -5.526
H -1.840 0.922 -3.789
C 2.997 4.146 -0.453
O 1.885 4.833 -0.956
H 3.162 3.346 -1.175
H 3.975 4.621 -0.524
H 2.781 3.807 0.560
H 1.930 4.873 -1.914
O 3.416 -5.227 -0.993
S 4.570 -4.332 -0.693
O 5.489 -3.864 -1.753
O 3.962 -3.025 0.075
C 2.771 -3.147 0.854
C 2.840 -2.054 1.933
C 5.541 -5.119 0.624
H 2.605 -4.111 1.336
H 1.901 -2.962 0.225
H 2.603 -1.021 1.676
H 3.841 -2.153 2.353
H 2.190 -2.292 2.775
H 6.259 -5.710 0.055
H 4.774 -5.587 1.242
H 5.876 -4.281 1.235
O -3.381 6.747 2.154
S -2.418 5.869 2.768
O -1.623 6.346 3.909
O -3.156 4.345 3.114
C -4.070 3.828 2.128
C -4.094 2.283 2.389
C -1.263 5.195 1.497
H -3.827 4.221 1.141
H -5.062 4.260 2.256
H -4.723 1.862 1.605
H -4.643 2.012 3.291
H -3.084 1.876 2.342
H -0.849 4.253 1.857
H -0.417 5.881 1.446
H -1.690 5.098 0.499
O -1.524 -0.972 -3.096
S -0.991 -2.322 -3.142
O -1.930 -3.390 -3.086
O 0.098 -2.374 -4.471
C 0.960 -3.517 -4.510
C 1.876 -3.471 -5.747
C 0.259 -2.454 -1.764
H 0.232 -4.327 -4.575
H 1.621 -3.687 -3.660
H 1.251 -3.281 -6.620
H 2.265 -4.468 -5.952
H 2.668 -2.728 -5.649
H 0.673 -3.459 -1.688
H -0.207 -2.196 -0.813
H 1.044 -1.748 -2.037
O -6.262 1.247 -0.276
S -6.060 0.250 -1.281
O -6.668 -1.072 -1.174
O -6.488 0.866 -2.740
C -7.289 1.990 -2.963
C -6.411 3.241 -2.953
C -4.221 0.268 -1.734
H -8.138 2.133 -2.295
H -7.614 1.949 -4.003
H -5.478 3.086 -3.494
H -6.074 3.398 -1.928
H -6.899 4.189 -3.181
H -3.892 1.290 -1.922
H -3.838 -0.405 -2.502
H -3.825 -0.138 -0.804
O 9.200 -0.077 0.623
S 8.044 -0.929 0.452
O 7.469 -1.646 1.587
O 6.919 0.101 -0.263
C 5.516 -0.179 -0.149
C 4.728 1.139 -0.158
C 8.269 -2.073 -1.046
H 5.417 -0.773 0.759
H 5.111 -0.695 -1.019
H 4.959 1.799 0.678
H 3.678 0.910 -0.341
H 5.023 1.703 -1.043
H 7.833 -3.055 -0.863
H 9.352 -2.197 -1.038
H 8.043 -1.513 -1.953
O -2.212 -1.375 1.649
S -1.801 -2.690 2.108
O -0.458 -3.025 2.331
O -2.645 -3.101 3.561
C -3.679 -2.248 4.007
C -3.270 -0.831 4.562
C -2.416 -4.020 0.981
H -4.092 -2.868 4.803
H -4.340 -2.101 3.153
H -2.223 -0.918 4.852
H -3.914 -0.582 5.406
H -3.244 -0.010 3.845
H -1.793 -3.995 0.087
H -3.477 -3.816 0.834
H -2.243 -4.987 1.453
C -0.746 1.628 5.902
N -0.004 1.521 4.556
O -0.069 0.460 3.969
O 0.628 2.491 4.180
H -0.007 2.018 6.601
H -1.353 0.763 6.171
H -1.439 2.405 5.577
C 0.264 1.123 0.829
N 0.037 1.096 -0.610
O 1.030 0.881 -1.327
O -1.141 1.188 -1.017
H -0.563 1.569 1.382
H 1.181 1.675 1.036
H 0.226 0.055 1.044
*
```

Values from the calculation:
- F_max: 3.72 eV/A
- Gap between HOMO and LUMO: 9.31 eV
- E_HOMO: -9.7 eV

These are the Mulliken partial charges, in e, on atoms 1 to 99:
1 C -0.401
2 O -0.521
3 H 0.247
4 H 0.029
5 H 0.274
6 H 0.355
7 C -0.501
8 O -0.498
9 H 0.152
10 H 0.389
11 H 0.211
12 H 0.286
13 O -0.616
14 S 1.222
15 O -0.600
16 O -0.168
17 C 0.594
18 C -1.264
19 C -1.055
20 H 0.527
21 H -0.609
22 H 0.138
23 H 0.413
24 H 0.419
25 H 0.434
26 H 0.376
27 H 0.290
28 O -0.604
29 S 1.187
30 O -0.596
31 O -0.308
32 C -0.466
33 C -0.305
34 C -0.795
35 H 0.358
36 H 0.296
37 H 0.151
38 H 0.431
39 H -0.260
40 H 0.072
41 H 0.474
42 H 0.358
43 O -0.341
44 S 1.128
45 O -0.704
46 O -0.314
47 C 0.002
48 C -1.377
49 C -1.602
50 H 0.325
51 H 0.207
52 H 0.368
53 H 0.385
54 H 0.320
55 H 0.580
56 H 0.261
57 H 0.661
58 O -0.601
59 S 1.126
60 O -0.642
61 O -0.321
62 C -0.253
63 C -0.934
64 C -0.580
65 H 0.321
66 H 0.296
67 H 0.276
68 H 0.174
69 H 0.372
70 H 0.262
71 H 0.481
72 H -0.017
73 O -0.600
74 S 1.182
75 O -0.597
76 O -0.426
77 C 0.132
78 C -1.182
79 C -0.861
80 H 0.213
81 H 0.145
82 H 0.423
83 H 0.180
84 H 0.433
85 H 0.208
86 H 0.454
87 H 0.292
88 O -0.304
89 S 1.048
90 O -0.664
91 O -0.384
92 C -0.411
93 C -0.623
94 C -0.851
95 H 0.361
96 H 0.298
97 H 0.186
98 H 0.530
99 H 0.006